Density functional theory data (the ωB97M-V functional and the def2-TZVPD basis) for a cluster of 2 separate species, C14H10S in total.

- lowest unoccupied orbital energy (alpha / beta) (eV) = -0.60 / -0.97
- energy (Ha) = -937.47322

Geometry as XYZ:
```
25
Properties=species:S:1:pos:R:3:forces:R:3
C -3.4885 0.3998 0.4065 -0.10 0.18 0.03
C 0.1679 -2.7183 -0.2661 0.12 -0.01 -0.04
C -3.0369 -0.9008 0.2945 0.05 -0.14 0.01
C -1.1774 -2.4855 -0.0553 -0.08 0.05 0.02
C -2.6172 1.4653 0.2960 -0.16 -0.02 0.03
C 1.0603 -1.6699 -0.3849 0.10 -0.22 -0.06
C -1.6756 -1.1720 0.0559 -0.13 0.02 0.05
C -0.7796 -0.0815 -0.0606 0.38 -0.11 -0.03
C -1.2432 1.2529 0.0595 0.01 0.11 -0.06
C 0.6101 -0.3420 -0.2921 -0.46 0.09 0.15
C -0.3414 2.3236 -0.0863 -0.09 -0.12 0.01
C 0.9987 2.0767 -0.3617 0.12 0.03 0.16
C 1.4069 0.7813 -0.3911 0.49 0.15 -0.21
C 4.3720 0.5735 -0.6641 -0.13 -0.28 0.19
S 4.8529 -0.2839 0.6450 0.03 0.18 -0.17
H -4.5379 0.5883 0.5844 -0.06 0.00 0.02
H 0.5249 -3.7343 -0.3432 0.05 -0.09 -0.02
H -3.7204 -1.7293 0.4047 -0.10 -0.08 -0.02
H -1.8690 -3.3111 0.0260 -0.06 -0.08 0.03
H -2.9825 2.4775 0.3831 -0.04 0.11 0.01
H 2.1077 -1.8448 -0.5721 0.12 -0.04 -0.01
H -0.6914 3.3380 0.0329 -0.10 0.11 -0.05
H 1.6922 2.8917 -0.4946 0.10 0.14 -0.03
H 4.7346 1.6056 -0.6788 0.03 0.01 0.13
H 5.6326 0.4992 1.4628 -0.12 0.02 -0.13
```
Forces are in eV/Å.

These are the Mulliken partial charges, in e, on atoms 1 to 5: number 1, C, carries -0.55; number 2, C, carries -0.44; number 3, C, carries -0.85; number 4, C, carries -0.87; number 5, C, carries -0.84